1.
One molecule with the formula C17H14N4O3. Source: OMol25; level of theory: the ωB97M-V functional and the def2-TZVPD basis.

Cartesian coordinates (Å):
C (-0.421, -2.832, -0.379)
C (-1.057, -1.515, -0.162)
N (-2.397, -1.350, -0.180)
N (-2.704, -0.009, -0.053)
C (-4.029, 0.426, 0.014)
C (-4.336, 1.762, -0.236)
C (-5.650, 2.186, -0.180)
C (-6.668, 1.293, 0.111)
C (-6.363, -0.033, 0.364)
C (-5.051, -0.470, 0.323)
H (-4.829, -1.501, 0.555)
H (-7.147, -0.735, 0.604)
H (-7.693, 1.629, 0.147)
H (-5.879, 3.223, -0.372)
H (-3.541, 2.455, -0.455)
C (-1.520, 0.725, 0.130)
O (-1.479, 1.920, 0.316)
C (-0.461, -0.280, 0.061)
N (0.842, 0.065, 0.098)
N (1.702, -0.878, 0.200)
C (3.025, -0.490, 0.159)
C (3.966, -1.519, 0.260)
C (5.329, -1.265, 0.232)
C (5.718, 0.049, 0.102)
C (4.782, 1.086, 0.001)
C (3.437, 0.853, 0.025)
H (2.703, 1.637, -0.047)
O (5.449, 2.279, -0.117)
C (6.821, 1.965, -0.085)
O (6.981, 0.568, 0.049)
H (7.301, 2.301, -1.019)
H (7.298, 2.472, 0.769)
H (6.057, -2.054, 0.310)
H (3.606, -2.530, 0.364)
H (-3.054, -1.958, -0.649)
H (-0.258, -3.330, 0.576)
H (-1.037, -3.472, -1.010)
H (0.559, -2.676, -0.827)

Calculated values
- HOMO (eV) = -7.54
- structure (SMILES) = Cc1[nH]n(-c2ccccc2)c(=O)c1/N=N/c1ccc2c(c1)OCO2
- relative energy (zero: lowest compared OMol25 entry of this formula, charge and spin) (kJ/mol) = 142.0
- HOMO-LUMO gap (eV) = 7.316
- charge = 0


2.
One molecule with the formula C21H30O4. Source: OMol25; level of theory: the ωB97M-V functional and the def2-TZVPD basis.

Cartesian coordinates (Å):
C (2.284, 0.127, -1.571)
H (2.845, 1.031, -1.779)
H (2.891, -0.714, -1.904)
H (1.370, 0.136, -2.155)
C (1.983, -0.004, -0.078)
C (1.331, -1.351, 0.229)
H (1.918, -2.175, -0.193)
H (1.268, -1.492, 1.311)
C (-0.100, -1.449, -0.343)
O (-0.099, -1.555, -1.748)
H (0.552, -2.215, -2.009)
H (-0.536, -2.372, 0.078)
C (-0.986, -0.266, 0.109)
C (-0.328, 1.095, -0.180)
C (1.056, 1.094, 0.464)
C (1.910, 2.358, 0.375)
H (1.584, 3.118, 1.082)
H (1.860, 2.785, -0.626)
C (3.331, 1.859, 0.702)
H (4.046, 2.172, -0.059)
H (3.678, 2.244, 1.660)
C (3.265, 0.316, 0.745)
C (4.524, -0.318, 0.214)
O (5.156, 0.118, -0.718)
C (5.023, -1.564, 0.945)
O (4.165, -2.108, 1.911)
H (3.390, -2.482, 1.478)
H (5.930, -1.267, 1.482)
H (5.319, -2.311, 0.195)
H (3.116, -0.028, 1.772)
H (0.906, 0.880, 1.530)
C (-1.173, 2.212, 0.429)
C (-2.609, 2.164, -0.080)
C (-3.224, 0.820, 0.153)
C (-4.410, 0.708, 0.761)
C (-5.158, -0.539, 0.899)
O (-6.173, -0.632, 1.556)
C (-4.591, -1.686, 0.094)
C (-3.069, -1.673, 0.142)
H (-2.690, -2.514, -0.441)
H (-2.760, -1.814, 1.181)
C (-2.458, -0.364, -0.392)
C (-2.596, -0.313, -1.922)
H (-2.276, -1.250, -2.365)
H (-1.987, 0.478, -2.345)
H (-3.633, -0.129, -2.194)
H (-4.983, -2.629, 0.479)
H (-4.943, -1.574, -0.934)
H (-4.904, 1.585, 1.159)
H (-3.205, 2.938, 0.405)
H (-2.613, 2.366, -1.155)
H (-0.734, 3.181, 0.188)
H (-1.177, 2.106, 1.517)
H (-0.242, 1.251, -1.257)
H (-1.042, -0.352, 1.203)

Calculated values
- HOMO (eV) = -9.31
- structure (SMILES) = C[C@]12C[C@H](O)[C@H]3[C@@H](CCC4=CC(=O)CC[C@@]43C)[C@@H]1CC[C@@H]2C(=O)CO
- relative energy (zero: lowest compared OMol25 entry of this formula, charge and spin) (kJ/mol) = 0.0
- HOMO-LUMO gap (eV) = 9.600
- charge = 0


3.
A 3-piece molecular cluster, C23H32BrN2O13 overall. Source: OMol25; level of theory: the ωB97M-V functional and the def2-TZVPD basis.

Cartesian coordinates (Å):
C (-0.103, -3.910, 4.119)
C (0.613, -2.544, 4.148)
N (1.525, -2.344, 2.992)
C (1.233, -1.242, 2.208)
C (0.534, -1.284, 1.008)
C (0.045, -2.622, 0.473)
C (1.198, -3.645, 0.190)
C (1.243, -4.150, -1.281)
C (2.237, -3.298, -2.071)
O (1.855, -2.697, -3.043)
O (3.537, -3.209, -1.630)
C (0.282, -0.072, 0.360)
C (-0.516, -0.035, -0.934)
O (-1.547, -0.653, -1.033)
O (-0.097, 0.743, -1.982)
C (0.986, 0.175, -2.720)
O (2.162, -0.018, -1.950)
C (2.853, 1.133, -1.706)
C (4.243, 0.914, -1.110)
O (2.434, 2.244, -1.904)
C (0.727, 1.149, 0.891)
C (0.518, 2.543, 0.290)
O (-0.175, 3.362, 1.225)
C (-1.473, 2.860, 1.526)
C (1.436, 1.106, 2.051)
N (1.668, -0.050, 2.675)
Br (2.655, 0.040, 4.260)
H (-0.502, -4.098, 3.116)
H (0.596, -4.718, 4.367)
H (-0.879, -3.931, 4.888)
H (1.249, -2.572, 5.046)
H (-0.078, -1.711, 4.314)
H (1.647, -3.183, 2.441)
H (-0.679, -3.017, 1.197)
H (-0.510, -2.507, -0.459)
H (2.163, -3.276, 0.560)
H (0.980, -4.527, 0.813)
H (1.579, -5.192, -1.299)
H (0.238, -4.064, -1.694)
H (3.632, -2.328, -1.242)
H (1.201, 0.881, -3.528)
H (0.673, -0.756, -3.196)
H (4.191, 0.973, -0.017)
H (4.897, 1.681, -1.523)
H (4.582, -0.094, -1.376)
H (-0.072, 2.559, -0.628)
H (1.512, 2.979, 0.157)
H (-1.809, 2.065, 0.846)
H (-2.230, 3.652, 1.507)
H (-1.459, 2.485, 2.561)
H (1.803, 2.029, 2.490)
C (-5.606, -1.616, -1.375)
C (-4.763, -1.764, -0.131)
O (-5.367, -2.875, 0.528)
C (-6.016, -3.613, -0.416)
O (-6.478, -4.686, -0.226)
O (-6.057, -2.951, -1.602)
H (-5.040, -1.247, -2.227)
H (-6.473, -0.971, -1.219)
H (-3.723, -2.011, -0.358)
H (-4.786, -0.879, 0.501)
C (-0.077, 5.666, -2.483)
C (1.036, 6.233, -1.648)
O (0.715, 7.619, -1.584)
C (-0.628, 7.738, -1.800)
O (-1.246, 8.734, -1.651)
O (-1.162, 6.548, -2.209)
H (-0.328, 4.644, -2.206)
H (0.144, 5.699, -3.552)
H (1.046, 5.826, -0.633)
H (2.014, 6.082, -2.101)

Calculated values
- HOMO (eV) = -12.66
- HOMO-LUMO gap (eV) = 7.795
- charge = +1


4.
An isolated ion of composition C7H12N3O and charge +1. Source: OMol25; level of theory: the ωB97M-V functional and the def2-TZVPD basis.

Cartesian coordinates (Å):
C (1.472, 1.189, 0.482)
C (2.369, 1.195, -0.506)
C (0.894, -0.102, 0.756)
C (1.749, -0.898, -1.034)
C (-0.732, 0.245, -1.565)
C (-1.805, 0.138, -0.490)
C (-1.490, 0.508, 0.973)
N (-0.429, -1.620, 1.762)
N (1.608, -1.134, 0.214)
N (-0.302, -0.370, 1.188)
O (2.185, 0.189, -1.467)
H (1.526, 1.859, 1.365)
H (2.753, 2.132, -0.903)
H (-0.243, 1.315, -1.386)
H (0.034, -0.544, -1.557)
H (-0.997, 0.288, -2.617)
H (-2.076, -0.869, -0.394)
H (-2.639, 0.721, -0.834)
H (-1.169, 1.537, 0.817)
H (-2.256, 0.388, 1.742)
H (-0.193, -2.314, 1.003)
H (1.326, -2.149, 0.474)
H (-1.586, -1.705, 1.978)

Calculated values
- HOMO (spin up / spin down) (eV) = -12.61 / -12.61
- relative energy (zero: lowest compared OMol25 entry of this formula, charge and spin) (kJ/mol) = 708.7
- HOMO-LUMO gap (spin up / spin down) (eV) = 7.772 / 7.773
- charge = +1


| no. | energy (hartree) | largest force on an atom (eV/Å) |
| --- | --- | --- |
| 1 | -1100.88923 | 2.7 |
| 2 | -1119.17837 | 1.0 |
| 3 | -4556.98287 | 1.9 |
| 4 | -512.94437 | 6.6 |